No. 1
ORCA calculation (the ωB97M-V functional and the def2-TZVPD basis) on a cluster of 20 separate species, H41O20 in total in a non-equilibrium geometry.

Element x y z (Å)
O 1.315057 1.819957 4.331987
H -3.020270 2.288923 3.980066
O 0.044302 -1.860645 -4.945692
H 0.059426 -1.574761 -4.054526
H 3.098168 -2.684664 -3.222780
O -1.102795 1.807348 1.251480
H -1.122156 1.818132 2.297992
H -1.954578 1.491319 0.812063
O -2.585544 1.770835 -1.197448
H -1.695999 1.459245 -0.762489
H -0.613361 -6.307540 -0.705706
O 1.558742 1.523849 -4.591677
H 0.205120 3.221952 2.468379
H -2.718161 1.192501 -1.923141
O 1.147979 3.526355 2.565980
H -3.533974 -2.573114 0.882113
H 1.437878 2.463979 -4.900899
O -1.648249 -2.524187 -2.519071
H -2.374253 0.916103 4.078210
H -2.522413 -3.344647 0.095248
O 3.019486 2.149444 1.635636
H 3.197483 1.333728 0.988900
H 3.514646 2.931066 1.250690
O -4.687739 2.015734 0.227237
H -4.387865 2.777754 -0.288555
H 2.262755 1.117268 -5.302415
O 3.397519 3.966946 -1.922098
H 3.548558 3.149546 -1.521392
H 4.238251 4.381626 -1.679424
O 3.074243 -4.472609 1.033363
H 3.493712 -4.810509 1.884671
H -1.807145 -2.099837 -1.649302
O 0.143318 3.125284 -1.507350
H 0.783154 3.779737 -1.605853
H 0.165739 2.539814 -0.786038
O -3.390084 -0.237919 1.209790
H -3.744878 -1.163859 1.183442
H -4.194282 0.213889 0.864457
O 0.113319 -1.314698 3.713229
H 0.454859 -2.680403 -4.822452
H 0.212631 -2.173785 3.266989
O -2.223036 1.856016 3.802699
H 3.025895 -3.473420 1.119767
H 0.589990 1.137745 4.238423
O -0.752072 -5.545690 -0.389590
H 2.117990 -2.194881 -0.427166
H -0.289650 -5.427735 0.464495
O 1.374735 -1.653394 -0.285574
H 1.665631 -0.769462 0.044412
H -0.708645 -1.316817 3.408603
O -3.395784 -3.419490 0.579880
H 1.363282 1.894727 5.275204
H -2.056936 -3.295397 -2.115287
O 3.771506 -2.861343 -2.573418
H 1.364776 2.725504 3.627029
H 3.682829 -3.588004 -2.094948
O 0.144480 0.670715 -1.780767
H 0.193581 1.600571 -1.994349
H 0.240043 0.160362 -2.565913
H 1.630093 3.005946 1.916487
H -5.121295 1.534876 -0.363595

Cartesian forces (eV/Å) of the 2 atoms listed first:
O -1.0 -1.6 -0.2
H -2.0 1.2 0.3

## Properties
* ΔE to the lowest compared entry with this formula, charge and spin: 7.7218 eV
* HOMO energy: -12.80 eV
* Kohn-Sham gap: 9.5 eV
* net charge: +1

No. 2
ORCA calculation (the ωB97M-V functional and the def2-TZVPD basis) on a cluster of 21 separate species, H42O21 in total in a non-equilibrium geometry.

Element x y z (Å)
O 0.253329 0.343750 3.011347
H -0.485245 -0.289784 2.956920
H 0.700529 0.364693 3.868168
O -4.528113 -1.929798 -0.928816
H -4.208096 -1.859545 -0.025890
H -4.169295 -2.744540 -1.064998
O -3.063080 -3.845783 0.979828
H -2.289058 -3.530402 0.634000
H -3.492121 -3.215980 1.474011
O -3.680925 1.650278 0.931022
H -3.849679 1.682163 1.934763
H -3.800903 2.591936 0.526890
O 2.391394 1.284189 2.776024
H 1.518186 1.604379 2.480513
H 2.339563 0.454383 2.539819
O 3.264904 2.787220 -3.540560
H 3.126308 1.893058 -4.063058
H 3.715704 2.485262 -2.773254
O 3.507915 3.495779 0.962064
H 2.959202 3.187436 1.718195
H 3.717120 2.755201 0.292685
O 2.232359 -2.285449 -3.498232
H 2.004917 -2.599828 -4.392482
H 2.101948 -3.171410 -2.940396
O -1.695995 -0.179113 0.942690
H -2.252936 0.476241 1.410185
H -1.729327 -1.050052 1.353993
O 0.959878 3.863461 3.293277
H 1.211453 4.404610 2.605047
H 0.016918 3.947619 3.492947
O 0.871931 2.501597 -1.261934
H 1.374067 3.131994 -1.569491
H 1.105730 1.607419 -1.342619
O -2.156082 0.516496 -1.444302
H -1.308580 0.926137 -1.662884
H -2.378746 0.725615 -0.589111
O -0.576752 -2.396249 1.998486
H -0.020732 -1.998509 1.090167
H -0.428413 -3.313472 1.967225
O 0.184426 -3.734217 -2.021295
H 0.086925 -3.016582 -2.598204
H 0.896244 -3.722947 -1.264671
O -0.737982 4.049399 0.464421
H 0.004146 4.555117 0.181822
H -0.460420 3.095700 0.356771
O -1.512306 -1.534579 -2.793824
H -2.461682 -1.622331 -2.673212
H -1.251402 -0.866491 -2.174068
O 0.657724 -1.069288 0.027787
H 0.715128 -0.437368 0.777753
H -0.207756 -0.893885 -0.497837
O -3.984005 -1.057839 2.425412
H -3.983089 -1.543094 3.211150
H -4.877181 -0.690455 2.436170
O 3.330089 -2.426389 1.308471
H 3.377323 -2.401756 2.193119
H 3.568656 -1.645032 0.947332
O 4.040121 1.075082 -1.439332
H 4.640547 0.444503 -1.579432
H 3.315523 0.486035 -1.175027
O 0.688926 -0.172824 -3.498999
H -0.331647 -0.095172 -3.662160
H 1.042412 -1.046587 -3.094385

Cartesian forces (eV/Å) of the 2 atoms listed first:
O -1.0 -0.4 -0.4
H 0.4 0.2 0.5

## Properties
* ΔE to the lowest compared entry with this formula, charge and spin: 3.7805 eV
* 2S+1: 2
* HOMO energy (spin up / spin down): -0.21 / -8.33 eV
* Kohn-Sham gap (spin up / spin down): 2.0 / 10.1 eV
* net charge: -1

No. 3
ORCA calculation (the ωB97M-V functional and the def2-TZVPD basis) on a structure of composition H42O25V2 in a non-equilibrium geometry.

Element x y z (Å)
O 15.933000 -16.125000 -16.527000
V 16.173000 -16.262000 -14.924000
O 16.358000 -14.693000 -14.567000
O 16.210000 -13.941000 -12.409000
V 16.806000 -13.068000 -13.635000
O 18.331000 -13.629000 -13.608000
O 14.448000 -15.630000 -18.861000
H 15.393000 -15.474000 -18.908000
H 14.112000 -14.768000 -19.123000
O 14.342000 -18.165000 -17.606000
H 14.609000 -17.580000 -18.298000
H 14.316000 -19.003000 -17.985000
O 17.177000 -11.088000 -12.850000
H 16.804000 -10.298000 -13.271000
H 17.984000 -10.682000 -12.467000
O 14.953000 -13.851000 -16.516000
H 15.129000 -13.093000 -16.990000
H 14.937000 -14.497000 -17.204000
O 14.165000 -16.104000 -14.598000
H 13.484000 -15.804000 -15.244000
H 14.055000 -15.455000 -13.892000
O 18.031000 -18.250000 -17.412000
H 17.843000 -17.506000 -17.973000
H 17.739000 -19.000000 -17.853000
O 14.464000 -11.877000 -10.684000
H 14.293000 -12.679000 -11.179000
H 15.389000 -11.711000 -10.550000
O 16.422000 -16.815000 -12.855000
H 15.592000 -16.925000 -12.461000
H 16.980000 -16.396000 -12.173000
O 17.808000 -14.517000 -16.907000
H 17.244000 -15.253000 -16.963000
H 18.234000 -14.356000 -17.760000
O 14.069000 -14.964000 -12.273000
H 13.470000 -14.648000 -11.592000
H 14.990000 -14.624000 -12.118000
O 12.660000 -15.866000 -16.853000
H 12.490000 -16.778000 -16.918000
H 13.370000 -15.685000 -17.507000
O 18.282000 -16.585000 -15.167000
H 18.939000 -16.596000 -14.465000
H 18.703000 -17.103000 -15.884000
O 19.653000 -15.910000 -12.900000
H 20.028000 -15.947000 -12.003000
H 19.367000 -15.044000 -13.165000
O 19.018000 -12.923000 -11.051000
H 19.595000 -12.724000 -11.789000
H 18.725000 -13.844000 -10.947000
O 17.667000 -15.783000 -10.718000
H 18.106000 -15.758000 -9.864000
H 16.910000 -15.199000 -10.516000
O 17.285000 -12.263000 -15.488000
H 18.004000 -11.833000 -15.882000
H 17.112000 -12.966000 -16.129000
O 15.829000 -18.320000 -15.277000
H 16.519000 -19.005000 -15.095000
H 15.548000 -18.328000 -16.220000
O 14.858000 -12.472000 -14.074000
H 14.560000 -12.903000 -14.888000
H 14.030000 -12.148000 -13.704000
O 20.246000 -14.366000 -15.448000
H 19.632000 -14.466000 -16.151000
H 20.741000 -13.595000 -15.615000
O 15.680000 -14.360000 -9.662000
H 14.811000 -13.965000 -9.727000
H 15.545000 -15.143000 -9.111000
O 20.442000 -12.372000 -13.252000
H 19.758000 -12.969000 -13.570000
H 20.213000 -11.512000 -13.486000

Cartesian forces (eV/Å) of the 2 atoms listed first:
O 0.5 -1.3 1.6
V -0.3 1.3 -2.7

## Properties
* ΔE to the lowest compared entry with this formula, charge and spin: 0.0000 eV
* HOMO energy: -15.20 eV
* Kohn-Sham gap: 7.9 eV
* net charge: +2

No. 4
ORCA calculation (the ωB97M-V functional and the def2-TZVPD basis) on a structure of composition H43O21 in a non-equilibrium geometry.

Element x y z (Å)
O -1.479190 4.066249 -1.102208
H -1.229077 5.037248 -1.190451
H -0.807639 3.537437 -0.677642
O -2.774358 -1.772105 3.577148
H -2.607874 -1.682064 4.483339
H -3.689360 -1.924742 3.184103
O 3.800198 -2.016717 -1.714045
H 3.776489 -1.366146 -2.401064
H 2.912099 -2.416379 -1.482898
O 2.493778 -2.728112 0.490520
H -1.724425 2.105098 -2.709516
H 1.162130 -4.826174 1.588682
O -0.102269 -3.577577 -0.389349
H -0.638477 -4.301622 -0.507270
H -0.641155 -2.767230 -0.206115
O -2.523486 1.863888 -2.237561
H 3.436470 -3.049074 0.580048
H -2.967725 2.652820 -2.550065
O -1.943321 0.140850 -4.152007
H -2.144068 -0.639532 -4.775879
H -1.005698 0.253219 -4.255619
O -2.194020 0.977628 1.233192
H -2.014896 1.531573 1.997915
H -2.452733 1.706776 0.662326
O -1.336507 -0.763252 -0.584601
H -1.489198 0.079722 -1.158594
H -2.290044 -1.033890 -0.518451
O 1.075955 0.883369 0.488092
H 0.594505 1.086427 -0.307066
H 0.568044 -0.010913 0.539984
O -4.260151 1.806547 -0.327287
H -4.815713 1.571690 0.397813
H -4.782806 1.572512 -1.113623
O 0.404219 -1.039793 -2.750181
H -0.493961 -0.956809 -2.317105
H 0.424487 -0.057471 -2.986243
O 2.660208 1.723021 3.535760
H 2.687667 2.261774 4.300135
H 2.712249 2.393087 2.873074
O 0.659683 0.134313 2.618057
H 0.161421 -0.136163 3.467950
H 1.305007 0.874060 2.879156
O 1.875494 -1.822651 2.776138
H 2.799136 -2.101590 2.695285
H 1.452947 -0.655479 2.510357
O 0.565835 1.467865 -3.737560
H 2.527683 -2.679053 -0.464585
O 3.059789 2.292118 -1.711422
H 3.965121 2.429161 -1.640013
H 2.804525 1.845026 -0.862512
O -1.279605 1.934423 3.694106
H -2.033915 1.745280 4.247779
H -1.109369 2.874471 4.005343
O 1.470696 -4.414629 2.471106
H 1.323632 -2.622746 2.502052
H 0.698567 -4.700685 3.028800
O -0.981520 -2.458764 -4.517650
H -1.513774 -3.081590 -4.022696
H -0.452308 -2.082865 -3.800186
O 1.038067 3.130279 2.008318
H 0.127845 3.269785 1.897047
H 1.260629 2.378504 1.473969
H 0.597408 1.848726 -2.882617
H 1.435712 1.437710 -4.109080

Cartesian forces (eV/Å) of the 2 atoms listed first:
O -0.6 2.2 -0.8
H 0.1 -2.1 0.5

## Properties
* ΔE to the lowest compared entry with this formula, charge and spin: 4.3299 eV
* 2S+1: 2
* HOMO energy (spin up / spin down): -2.50 / -9.99 eV
* Kohn-Sham gap (spin up / spin down): 2.6 / 9.8 eV
* net charge: 0

No. 5
ORCA calculation (the ωB97M-V functional and the def2-TZVPD basis) on a structure of composition H43O21 in a non-equilibrium geometry.

Element x y z (Å)
O 2.185119 -3.935972 0.021614
H -1.626388 -0.128090 -3.265883
H 3.964000 1.482073 -3.308317
O 4.020618 -0.101059 1.097364
H 4.987630 -0.118527 1.170365
H 1.250480 -1.034948 -1.525745
O -3.126138 1.025105 -0.641590
H -2.922562 0.089725 -0.509913
H 0.550421 -2.901139 1.702390
O -2.281461 2.422008 2.743230
H 1.725146 -3.230070 2.332975
H -0.259823 -1.532704 0.396556
O -1.128045 4.181436 -2.067397
H 1.497518 2.902669 -3.979210
H -1.918096 3.631607 -2.013638
O 1.196854 -2.414627 2.248299
H -0.146889 -2.577616 -0.442010
H -1.858564 -3.518554 -0.268918
O -0.470801 1.337138 4.197953
H -1.145204 4.627017 -1.212639
H 1.039273 -1.279943 3.683000
O 1.872791 -1.770764 -1.456550
H 2.578693 -4.568317 -0.594189
H -3.315966 -3.986264 -1.631060
O -1.273295 -4.328376 -3.050064
H -2.141128 -0.652252 1.113690
H -0.998469 -5.186401 -2.727921
O 0.630281 2.528200 -3.760892
H -3.080731 -0.361246 -3.512008
H 0.242131 3.344340 -3.407256
O 1.446226 0.468439 1.647327
H 0.552122 0.358646 1.289784
H 2.010575 -0.137652 1.153350
O 1.063352 -0.396113 4.117237
H 1.545677 0.148082 3.455585
H -0.003271 0.178694 4.104845
O -1.620542 -0.253661 1.827844
H -0.523225 -3.814570 -3.351083
H -2.024409 0.621151 1.668481
O -1.324179 -4.302461 -0.032694
H -1.818958 -4.695835 0.695382
H 2.652025 -1.963291 -1.970007
O 3.084782 1.831663 -3.173397
H -0.816749 1.377593 -1.704977
H 3.967208 0.766497 0.664620
O 2.181049 2.903284 3.322158
H -2.183636 2.611807 1.800962
O -0.827470 4.492007 1.270132
H 0.099704 4.337434 1.065418
H -0.964046 5.437825 1.147471
O -0.020964 0.864848 -1.545693
H 0.500060 1.303277 -2.244661
H 2.241253 -3.127199 -0.555536
O -0.601564 -1.716808 -0.483684
H -1.198295 1.779153 3.630969
H 0.152164 2.057781 3.974285
O -3.139773 -3.038668 -1.644772
H -3.185773 -2.854747 -2.583591
H -2.740455 3.153014 3.160175
O -2.487443 0.263004 -3.077393
H -3.055066 0.997358 -1.623558
H 2.388757 1.300972 -2.802091
H 1.798543 2.894361 2.425684
H 2.804929 2.209666 3.039189

Cartesian forces (eV/Å) of the 2 atoms listed first:
O 0.6 0.5 -1.1
H 0.3 0.3 0.3

## Properties
* ΔE to the lowest compared entry with this formula, charge and spin: 3.5276 eV
* HOMO energy: -13.20 eV
* Kohn-Sham gap: 10.6 eV
* net charge: +1

no.,total energy (eV)
1,-41604.101
2,-43675.885
3,-103233.399
4,-43688.832
5,-43689.281